# C9H22BKNO

C9H22BKNO as an isolated structure at a distorted geometry (ωB97M-V/def2-TZVPD, the Open Molecules 2025 dataset).

Properties
HOMO: -2.321 eV
Lowest unoccupied orbital energy: 0.048 eV
Relative energy (zero: lowest compared OMol25 entry of this formula, charge and spin): 11.2 kcal/mol
Kohn-Sham gap: 2.37 eV
E: -30222.5524 eV
Total charge: -1

Structure (XYZ):
```
35
Properties=species:S:1:pos:R:3:mulliken_charge:R:1
K 4.55183 4.05716 13.84396 0.935
C 5.25850 0.80630 9.12028 -1.738
C 5.64133 1.61102 7.81601 1.765
C 4.40096 1.66637 6.90694 -1.487
C 4.36326 2.56445 5.66462 -0.607
C 4.67143 3.95079 6.07778 -1.121
C 6.04976 4.09206 6.89664 1.573
N 6.05653 3.05401 8.04445 0.170
O 7.23474 3.22016 8.91886 -0.894
C 5.95514 5.54832 7.45688 -1.705
C 7.16369 3.96965 5.83592 -1.748
C 6.74306 0.84250 7.13240 -1.797
H 4.46967 1.32709 9.66308 0.400
H 6.20311 0.75389 9.66162 0.390
H 4.98407 -0.18824 8.76856 0.330
H 3.58335 1.80086 7.61514 0.486
H 4.11235 0.66056 6.60173 0.359
H 3.33525 2.46055 5.31747 0.372
H 5.07443 2.24382 4.90335 0.275
H 3.84841 4.43774 6.60087 0.406
H 4.70429 4.41028 5.08991 0.322
H 5.16985 5.70339 8.19673 0.392
H 5.77265 6.17605 6.58467 0.381
H 6.83889 5.96759 7.93782 0.328
H 7.10866 3.06543 5.22972 0.279
H 8.14447 3.93087 6.30991 0.377
H 7.36627 4.73172 5.08339 0.381
H 6.99250 1.02393 6.08696 0.304
H 6.75872 -0.24642 7.17824 0.401
H 7.59007 1.18117 7.72905 0.438
B 7.37506 1.67170 17.57430 -0.269
H 6.85104 1.21554 16.74873 -0.203
H 6.65867 1.87845 18.35421 -0.147
H 8.08681 0.94308 17.93034 -0.174
H 7.93167 2.56446 17.33472 -0.172
```